Entry 1:
{"formula": "C34H34Cl2F2HfN7O3Si2", "method": "the ωB97M-V functional and the def2-TZVPD basis", "symbols": ["Hf", "Cl", "C", "C", "C", "N", "C", "O", "C", "C", "C", "C", "C", "N", "C", "C", "C", "Cl", "N", "C", "O", "C", "C", "C", "C", "C", "N", "H", "H", "H", "H", "H", "H", "H", "H", "H", "H", "C", "Si", "C", "C", "C", "C", "C", "C", "C", "Si", "C", "C", "H", "H", "H", "H", "H", "H", "H", "H", "H", "H", "H", "H", "H", "H", "H", "H", "F", "C", "F", "H", "C", "N", "C", "C", "C", "N", "C", "O", "N", "H", "H", "H", "H", "H", "H", "H"], "coordinates": [[-0.026, 0.127, -0.088], [0.780, -2.362, -6.539], [1.208, -1.749, -4.971], [0.347, -1.999, -3.906], [0.662, -1.519, -2.648], [-0.113, -1.651, -1.484], [-0.736, -2.803, -1.220], [-0.816, -3.820, -1.909], [-1.358, -2.784, 0.151], [-2.037, -3.900, 0.613], [-2.616, -3.864, 1.866], [-2.485, -2.709, 2.625], [-1.783, -1.642, 2.099], [-1.230, -1.666, 0.879], [1.850, -0.781, -2.458], [2.706, -0.549, -3.516], [2.377, -1.033, -4.779], [3.467, -0.722, -6.095], [2.025, -0.370, -1.127], [3.166, -0.709, -0.515], [4.279, -0.884, -1.009], [2.977, -1.029, 0.954], [4.091, -1.256, 1.749], [3.908, -1.705, 3.045], [2.615, -1.926, 3.493], [1.562, -1.649, 2.638], [1.725, -1.204, 1.394], [-0.549, -2.580, -4.063], [-2.094, -4.755, -0.045], [-3.163, -4.717, 2.248], [-2.920, -2.624, 3.611], [-1.646, -0.727, 2.656], [3.634, -0.019, -3.364], [5.067, -1.102, 1.312], [4.757, -1.897, 3.689], [2.417, -2.297, 4.489], [0.542, -1.780, 2.973], [-1.214, 3.555, 1.810], [-1.864, 1.775, 1.434], [-2.549, 1.378, 3.204], [-3.482, 2.173, 0.485], [-4.436, 3.069, 0.978], [-5.585, 3.374, 0.264], [-5.800, 2.782, -0.976], [-4.868, 1.885, -1.476], [-3.710, 1.561, -0.761], [-2.481, 0.237, -1.397], [-3.605, -1.323, -1.360], [-2.381, 0.562, -3.283], [-2.012, 4.140, 2.280], [-0.895, 4.080, 0.909], [-0.370, 3.553, 2.509], [-3.016, 2.278, 3.615], [-1.752, 1.080, 3.894], [-3.315, 0.596, 3.196], [-4.277, 3.546, 1.941], [-6.310, 4.074, 0.665], [-6.692, 3.019, -1.546], [-5.047, 1.425, -2.443], [-4.530, -1.075, -1.892], [-3.893, -1.599, -0.341], [-3.177, -2.199, -1.853], [-3.365, 0.418, -3.742], [-1.689, -0.135, -3.763], [-2.044, 1.571, -3.526], [0.447, 1.876, -2.558], [-0.195, 2.143, -1.312], [0.427, 3.344, -0.901], [-1.188, 2.502, -1.600], [1.727, 2.672, 4.484], [2.098, 2.624, 3.078], [3.020, 3.456, 2.543], [3.330, 3.392, 1.237], [2.627, 2.447, 0.422], [1.684, 1.653, 0.942], [1.440, 1.688, 2.281], [0.651, 0.922, 2.819], [2.953, 2.354, -0.858], [2.265, 3.488, 4.961], [1.973, 1.730, 4.971], [0.654, 2.833, 4.574], [3.486, 4.155, 3.223], [4.073, 4.046, 0.808], [3.553, 3.047, -1.264], [2.416, 1.753, -1.470]], "atomic_forces_ev_per_a": [[0.55, -0.27, 0.41], [-0.01, -0.01, -0.03], [-0.01, 0.00, 0.06], [0.03, -0.08, -0.03], [0.18, 0.24, -0.02], [-0.18, -0.18, -0.14], [0.08, 0.09, -0.06], [-0.02, -0.04, 0.01], [0.02, 0.02, 0.01], [-0.03, -0.06, 0.02], [0.03, 0.04, -0.03], [-0.02, -0.04, 0.01], [0.02, 0.07, -0.01], [-0.15, -0.14, 0.09], [-0.20, -0.05, -0.17], [-0.03, -0.08, -0.04], [-0.01, 0.00, 0.06], [0.03, 0.01, -0.03], [-0.14, 0.22, 0.17], [-0.07, 0.05, -0.09], [0.02, -0.01, 0.03], [0.00, -0.04, -0.01], [0.03, -0.01, 0.05], [-0.02, 0.01, -0.05], [0.01, 0.00, 0.01], [-0.04, -0.06, 0.02], [0.05, 0.02, -0.03], [0.00, 0.00, 0.01], [0.00, 0.00, 0.00], [0.00, 0.00, 0.00], [0.00, 0.01, 0.00], [-0.01, -0.01, 0.01], [0.00, 0.01, -0.01], [0.00, 0.00, -0.01], [0.00, 0.00, 0.00], [-0.01, 0.00, 0.00], [0.00, 0.01, -0.01], [0.01, -0.03, 0.02], [0.05, 0.28, 0.10], [-0.01, -0.04, -0.06], [0.06, -0.09, -0.10], [0.00, 0.03, 0.01], [-0.01, 0.00, -0.01], [0.02, -0.01, 0.01], [-0.04, 0.03, 0.00], [0.15, 0.02, 0.09], [-0.26, -0.17, -0.14], [-0.02, 0.08, 0.04], [0.02, -0.04, 0.06], [0.00, 0.00, 0.00], [0.01, -0.03, -0.01], [-0.03, -0.01, -0.02], [-0.01, 0.00, -0.02], [0.00, 0.00, -0.02], [0.01, 0.00, 0.00], [-0.01, 0.01, -0.01], [0.00, 0.00, 0.01], [0.00, 0.00, 0.00], [-0.01, 0.00, 0.00], [0.01, 0.01, -0.01], [0.03, -0.02, 0.00], [0.03, 0.02, 0.01], [0.00, 0.00, 0.01], [-0.01, 0.01, 0.01], [0.02, -0.01, 0.03], [0.10, 0.01, -0.10], [-0.11, 0.22, -0.41], [0.02, -0.03, 0.09], [-0.03, -0.05, 0.03], [-0.03, -0.04, 0.01], [0.05, 0.06, 0.06], [-0.03, -0.06, -0.03], [0.09, 0.13, 0.03], [-0.12, -0.11, 0.08], [0.06, 0.22, 0.05], [-0.07, -0.06, 0.09], [-0.05, -0.04, -0.01], [0.01, -0.05, -0.04], [0.01, 0.01, -0.02], [0.00, 0.00, 0.00], [0.00, 0.00, 0.00], [0.00, 0.01, 0.00], [-0.01, -0.01, -0.01], [-0.01, 0.00, -0.02], [-0.02, -0.01, 0.00]], "homo_energy_ev": -3.779, "e_above_lowest_kcal_mol": 9.6, "orbital_gap_ev": 5.8, "e_tot_ha": -3672.4435, "charge": -1, "max_force_ev_per_a": 0.740}

Entry 2:
{"formula": "C33H35CdF3GeN6O5Se", "method": "the ωB97M-V functional and the def2-TZVPD basis", "symbols": ["Cd", "O", "C", "C", "C", "N", "C", "C", "C", "O", "O", "C", "O", "O", "H", "H", "H", "C", "C", "C", "C", "C", "N", "C", "C", "C", "C", "C", "C", "C", "N", "C", "C", "C", "N", "C", "C", "N", "C", "C", "C", "N", "H", "H", "H", "H", "H", "H", "H", "H", "H", "H", "H", "H", "H", "H", "H", "H", "H", "H", "C", "Ge", "C", "C", "C", "Se", "C", "H", "H", "H", "H", "H", "H", "H", "H", "H", "H", "H", "H", "H", "H", "F", "C", "F", "F"], "coordinates": [[0.938, -0.198, 1.076], [3.350, -6.271, 2.042], [3.041, -5.001, 1.614], [3.976, -3.982, 1.631], [3.610, -2.722, 1.177], [2.361, -2.451, 0.790], [1.474, -3.448, 0.759], [1.767, -4.747, 1.139], [0.068, -3.124, 0.230], [-0.727, -4.067, 0.134], [-0.134, -1.916, -0.089], [4.729, -1.661, 1.004], [5.789, -1.920, 1.609], [4.468, -0.737, 0.210], [4.268, -6.256, 2.331], [5.001, -4.118, 1.957], [1.004, -5.508, 1.077], [-5.797, -1.475, 4.228], [-4.646, -1.023, 3.368], [-4.797, -0.080, 2.356], [-3.723, 0.356, 1.609], [-2.390, -0.115, 1.783], [-1.362, 0.381, 1.045], [-1.755, 0.882, -0.191], [-2.328, 0.059, -1.173], [-2.830, 0.582, -2.350], [-2.770, 1.946, -2.634], [-3.356, 2.512, -3.902], [-2.120, 2.759, -1.715], [-1.619, 2.234, -0.530], [-0.936, 3.100, 0.369], [-1.403, 4.207, 0.983], [-0.355, 4.734, 1.702], [0.717, 3.850, 1.459], [0.356, 2.872, 0.648], [-2.272, -1.096, 2.807], [-3.360, -1.499, 3.568], [-1.046, -1.760, 3.098], [-0.901, -3.073, 3.381], [0.380, -3.252, 3.844], [0.954, -1.971, 3.792], [0.084, -1.072, 3.347], [-6.751, -1.191, 3.779], [-5.762, -1.030, 5.228], [-5.801, -2.560, 4.357], [-5.780, 0.337, 2.154], [-3.900, 1.105, 0.848], [-2.373, -1.001, -0.957], [-3.293, -0.086, -3.071], [-3.991, 1.775, -4.396], [-2.578, 2.807, -4.608], [-3.965, 3.397, -3.699], [-1.991, 3.822, -1.899], [-2.437, 4.490, 0.879], [-0.370, 5.601, 2.340], [1.720, 3.854, 1.853], [-3.176, -2.225, 4.354], [-1.691, -3.772, 3.167], [0.857, -4.181, 4.103], [1.964, -1.661, 4.007], [2.934, 0.856, -5.125], [1.806, 2.109, -4.123], [2.894, 3.654, -3.605], [0.360, 2.737, -5.307], [1.046, 1.302, -2.524], [2.409, 0.514, -1.361], [2.401, -1.245, -2.173], [3.403, 1.353, -5.976], [2.347, 0.014, -5.493], [3.718, 0.473, -4.472], [3.463, 4.043, -4.451], [3.589, 3.357, -2.818], [2.257, 4.451, -3.216], [0.746, 3.239, -6.196], [-0.280, 3.436, -4.764], [-0.254, 1.893, -5.626], [0.270, 0.567, -2.745], [0.582, 2.089, -1.932], [2.611, -1.181, -3.239], [1.439, -1.716, -1.978], [3.193, -1.777, -1.654], [1.780, 1.589, 3.437], [2.405, 0.884, 2.415], [3.184, 1.843, 1.810], [3.309, 0.102, 3.094]], "atomic_forces_ev_per_a": [[0.04, 0.04, -0.11], [0.00, 0.00, 0.00], [0.00, 0.05, -0.02], [-0.01, -0.03, 0.00], [0.05, 0.02, 0.05], [-0.04, -0.01, -0.01], [-0.04, 0.02, -0.01], [0.02, -0.04, 0.02], [0.04, -0.04, -0.02], [0.00, 0.02, -0.03], [0.00, 0.01, 0.09], [0.06, -0.02, -0.11], [-0.05, 0.02, 0.02], [-0.03, -0.03, 0.04], [0.00, 0.00, 0.00], [0.00, 0.00, 0.00], [-0.01, 0.01, 0.00], [0.01, 0.01, 0.00], [-0.02, 0.00, 0.00], [0.03, 0.00, 0.00], [-0.02, -0.01, 0.02], [0.01, 0.07, -0.03], [0.01, -0.16, 0.12], [0.06, 0.09, -0.05], [-0.07, 0.00, 0.02], [-0.02, -0.05, 0.01], [0.03, 0.06, 0.00], [0.02, 0.01, 0.03], [-0.02, -0.06, 0.06], [0.02, -0.02, 0.02], [-0.04, 0.05, -0.06], [0.01, -0.08, -0.02], [0.02, -0.04, 0.05], [0.01, 0.01, 0.01], [0.02, 0.02, -0.03], [-0.01, -0.01, -0.01], [0.00, 0.00, 0.01], [-0.02, 0.04, 0.00], [0.00, 0.00, -0.04], [0.00, -0.01, 0.01], [0.02, 0.00, -0.03], [0.01, -0.06, 0.11], [0.00, 0.00, 0.00], [0.00, 0.00, 0.00], [0.00, 0.00, 0.00], [0.00, 0.00, 0.00], [0.00, 0.00, -0.02], [0.00, 0.00, -0.02], [0.01, 0.00, 0.00], [0.00, 0.00, 0.00], [0.03, 0.01, -0.05], [0.00, -0.01, 0.00], [-0.01, 0.00, -0.04], [0.01, 0.05, 0.01], [0.00, 0.00, 0.00], [-0.01, 0.03, 0.00], [0.00, -0.01, 0.00], [-0.01, 0.00, 0.01], [0.00, 0.00, 0.00], [-0.01, 0.00, 0.00], [-0.01, 0.00, 0.00], [0.01, 0.00, 0.00], [-0.02, -0.01, 0.03], [-0.01, -0.01, -0.01], [-0.05, -0.02, -0.09], [0.00, 0.01, 0.06], [0.05, -0.02, 0.04], [-0.01, 0.01, 0.00], [0.01, 0.00, 0.00], [0.01, 0.00, 0.00], [0.00, 0.00, -0.01], [0.01, 0.00, 0.00], [0.00, 0.00, 0.01], [0.03, 0.00, 0.01], [0.00, 0.00, 0.00], [-0.02, 0.00, 0.00], [0.01, -0.01, 0.03], [-0.02, 0.05, 0.01], [-0.01, 0.03, -0.01], [0.00, 0.01, -0.01], [0.01, -0.03, -0.01], [0.01, 0.03, 0.01], [-0.13, 0.05, -0.04], [0.01, 0.01, 0.00], [0.02, -0.04, 0.00]], "homo_energy_ev": -1.969, "e_above_lowest_kcal_mol": 11.7, "orbital_gap_ev": 6.1, "e_tot_ha": -6929.0614, "charge": -2, "max_force_ev_per_a": 0.198}

Entry 3:
{"formula": "C15H25F2NO12S2", "method": "the ωB97M-V functional and the def2-TZVPD basis", "symbols": ["C", "N", "O", "O", "H", "H", "H", "C", "C", "C", "S", "O", "O", "C", "H", "H", "H", "H", "H", "H", "H", "H", "C", "C", "C", "S", "O", "O", "C", "H", "H", "H", "H", "H", "H", "H", "H", "C", "C", "O", "C", "O", "O", "F", "H", "H", "H", "C", "C", "O", "C", "O", "O", "F", "H", "H", "H"], "coordinates": [[4.787, -21.644, 21.630], [5.040, -20.364, 22.408], [3.996, -19.817, 22.864], [6.190, -19.925, 22.200], [4.288, -21.215, 20.761], [4.166, -22.353, 22.177], [5.671, -22.264, 21.480], [-3.342, -22.052, 21.591], [-3.214, -20.581, 21.061], [-3.293, -20.713, 19.549], [-4.669, -22.020, 19.304], [-4.227, -22.981, 18.332], [-5.967, -21.345, 19.269], [-4.438, -22.829, 20.915], [-3.553, -21.840, 22.639], [-2.364, -22.522, 21.491], [-2.264, -20.239, 21.472], [-4.061, -20.034, 21.475], [-2.287, -21.026, 19.267], [-3.541, -19.863, 18.914], [-4.058, -23.824, 20.680], [-5.427, -22.917, 21.365], [-6.648, -11.397, 25.712], [-7.935, -10.917, 25.033], [-8.437, -12.100, 24.073], [-7.103, -13.415, 23.945], [-6.709, -13.721, 22.558], [-7.380, -14.468, 24.929], [-5.833, -12.310, 24.725], [-6.975, -11.973, 26.578], [-6.040, -10.589, 26.117], [-7.711, -10.103, 24.343], [-8.739, -10.604, 25.699], [-8.468, -11.777, 23.032], [-9.400, -12.572, 24.271], [-5.613, -11.670, 23.871], [-4.911, -12.812, 25.021], [6.238, -9.724, 17.985], [5.849, -9.757, 16.567], [4.447, -9.611, 16.740], [4.177, -8.863, 17.846], [3.186, -8.159, 18.091], [5.202, -8.952, 18.635], [6.155, -10.984, 16.080], [7.114, -9.076, 17.954], [6.425, -10.684, 18.466], [6.353, -8.988, 15.981], [0.087, -13.370, 20.759], [1.120, -13.866, 21.820], [0.769, -13.069, 22.951], [0.236, -11.944, 22.566], [0.047, -10.943, 23.301], [-0.203, -12.085, 21.296], [2.375, -13.698, 21.514], [-0.803, -13.987, 20.633], [0.509, -13.220, 19.765], [1.081, -14.932, 22.043]], "atomic_forces_ev_per_a": [[-0.39, -0.46, 0.95], [-0.40, 0.17, -1.48], [3.53, -0.85, -0.56], [-2.68, 0.12, 1.63], [0.19, -0.71, -0.20], [-0.67, 0.73, 0.13], [0.40, 1.01, -0.47], [0.09, 1.62, 1.14], [-0.93, -1.03, -0.11], [-0.31, -0.23, 0.12], [0.76, 1.01, 0.83], [-0.46, 0.14, -0.77], [1.51, -0.74, -0.23], [0.08, -0.22, -0.77], [0.13, -0.83, 0.23], [-0.18, -0.24, 0.03], [-0.14, 0.50, -0.38], [0.17, 0.33, -0.05], [-0.35, -0.76, -0.63], [-0.29, 0.11, 0.39], [-0.34, 0.00, -0.12], [0.24, 0.33, 0.32], [0.19, -1.20, 0.53], [-0.01, -1.34, -1.85], [0.88, 0.01, -0.57], [0.91, 0.33, 1.41], [-0.94, 0.38, 1.91], [-0.02, 0.69, -1.36], [-1.62, 1.11, -0.89], [0.27, -0.28, 0.10], [0.02, 0.08, -0.30], [-0.03, 0.20, 0.20], [0.28, -0.12, 0.13], [-0.15, 0.28, 0.05], [0.26, -0.06, 0.43], [0.44, 0.08, -0.12], [-0.46, -0.15, 0.34], [1.63, 1.86, 1.35], [-1.12, -1.15, 1.01], [-1.15, 0.47, -2.23], [-3.42, 2.37, 0.11], [2.90, -2.81, -1.32], [2.01, -0.52, 1.35], [-0.35, 0.03, -0.69], [0.38, -0.34, 1.06], [-0.26, 0.12, -0.15], [-0.62, -0.03, -0.50], [1.25, 0.44, 0.47], [-2.78, -1.37, 0.24], [1.76, -2.08, 0.55], [-2.29, 4.45, 1.87], [0.85, -3.85, -3.10], [-0.59, 1.11, -0.28], [2.36, 1.26, -0.93], [-0.03, 0.02, 0.54], [0.29, -0.08, 0.15], [-0.83, 0.11, 0.49]], "smiles": "O=C1OC[C@@H](F)O1.O=C1OC[C@@H](F)O1.C[N+](=O)[O-].O=S1(=O)CCCC1.O=S1(=O)CCCC1", "homo_energy_ev": -10.157, "e_above_lowest_kcal_mol": 36.9, "orbital_gap_ev": 9.6, "e_tot_ha": -2540.0942, "max_force_ev_per_a": 5.343}

> What is the formula in the third record?

C15H25F2NO12S2

> Number 3 is which compound?

C15H25F2NO12S2